*i*
Formula: C4H6N2O2
Source: the Open Molecules 2025 dataset
Level of theory: ωB97M-V/def2-TZVPD

ORCA input file:
```
! wB97M-V def2-TZVPD RIJCOSX def2/J DEFGRID3
* xyz 0 1
C 0.93 -0.28 0.06
C 0.59 -1.67 0.19
C -1.17 -0.28 0.01
C -0.10 0.63 0.05
H 2.89 -0.63 -0.53
H 2.45 1.13 -0.14
H 1.27 -2.48 0.03
H -2.82 -1.20 -0.68
H -0.91 2.40 1.04
H -1.61 2.09 -0.31
N 2.34 0.04 0.00
N -0.40 2.17 0.10
O -0.83 -1.59 0.23
O -2.65 -0.31 -0.03
*
```

HOMO-LUMO gap   0.298 Eh
Lowest unoccupied orbital energy   0.4 eV

=====

*ii*
Formula: C4H6N2O2
Source: the Open Molecules 2025 dataset
Level of theory: ωB97M-V/def2-TZVPD

ORCA input file:
```
! wB97M-V def2-TZVPD RIJCOSX def2/J DEFGRID3
* xyz 0 1
C 1.06 -1.13 -0.29
C -0.86 -0.04 0.58
C -1.85 1.09 0.14
C -2.50 1.85 -0.83
H 2.50 -0.43 2.44
H 0.99 -1.81 -1.30
H -0.21 1.27 -1.74
H -0.41 0.20 1.61
H -1.35 -1.02 0.89
H -3.40 2.40 -1.68
N 1.96 -1.39 0.66
N 0.24 -0.01 -0.34
O 1.68 -0.47 1.73
O -0.25 0.29 -1.74
*
```

HOMO-LUMO gap   0.357 Eh
Lowest unoccupied orbital energy   0.5 eV

=====

*iii*
Formula: C4H6N2O2
Source: the Open Molecules 2025 dataset
Level of theory: ωB97M-V/def2-TZVPD

ORCA input file:
```
! wB97M-V def2-TZVPD RIJCOSX def2/J DEFGRID3
* xyz 0 1
C -1.61 1.00 -1.34
N -0.96 0.47 -0.15
C 0.44 0.47 -0.01
O 1.29 0.97 -0.73
C 0.85 -0.52 1.18
O 2.09 -0.12 1.69
C 0.88 -1.89 0.76
N 0.86 -3.04 0.60
H -2.62 1.34 -1.17
H -0.95 1.81 -1.85
H -1.73 0.15 -2.15
H -1.48 -0.28 0.31
H 0.08 -0.37 1.92
H 2.85 0.00 0.94
*
```

HOMO-LUMO gap   0.401 Eh
Lowest unoccupied orbital energy   0.5 eV
Structure (SMILES)   CNC(=O)[C@H](O)C#N

=====

Most stable of them? *iii*.

=====

*i*
Formula: C3H10O4
Source: the Open Molecules 2025 dataset
Level of theory: ωB97M-V/def2-TZVPD

ORCA input file:
```
! wB97M-V def2-TZVPD RIJCOSX def2/J DEFGRID3
* xyz 0 1
C -0.23 0.90 -0.63
C 0.02 0.03 0.60
C 0.25 -1.40 0.21
O -0.42 -2.35 0.48
O 1.37 -1.54 -0.57
H 0.39 0.54 -1.46
H -1.24 0.86 -1.03
H 0.02 1.95 -0.51
H -0.86 0.01 1.24
H 0.83 0.43 1.21
H 1.41 -2.50 -0.75
O 2.80 1.47 -0.09
H 2.73 0.63 -0.57
H 3.73 1.71 -0.21
O -3.60 0.09 0.89
H -3.66 -0.05 -0.05
H -3.54 -0.81 1.25
*
```

HOMO-LUMO gap   0.411 Eh
Lowest unoccupied orbital energy   0.6 eV
Structure (SMILES)   CCC(=O)O.O.O

=====

*ii*
Formula: C3H10O4
Source: the Open Molecules 2025 dataset
Level of theory: ωB97M-V/def2-TZVPD

ORCA input file:
```
! wB97M-V def2-TZVPD RIJCOSX def2/J DEFGRID3
* xyz 0 1
H -0.82 1.19 1.01
O -1.72 2.01 0.94
O 0.05 0.40 1.00
H -1.47 2.51 0.04
H -2.64 1.70 0.94
C -0.52 -0.65 0.37
O -1.42 -0.54 -0.46
C 0.37 -1.82 0.43
H 0.90 -1.83 1.39
H -0.11 -2.82 0.66
C 1.27 -1.64 -0.75
H 2.01 -2.51 -0.59
H 0.88 -1.71 -1.74
H 1.94 -0.78 -0.49
O 0.09 2.28 -0.91
H 0.75 2.31 -0.20
H 0.46 1.90 -1.65
*
```

HOMO-LUMO gap   0.362 Eh
Lowest unoccupied orbital energy   0.5 eV

=====

Most stable of them? *i*.